Record 1
Density functional theory data (ωB97M-V/def2-TZVPD) for a structure of composition C25H51AlFKO23P in a non-equilibrium geometry.

Values from the calculation:
DFT total energy: -3997.2173 Eh
Multiplicity: 1
LUMO energy: -0.01751 Ha
Net charge: -1
Max |F|: 6.89 eV Å⁻¹

```
103
C25H51AlFKO23P (ωB97M-V/def2-TZVPD)
O 0.873 -4.198 1.025
H 2.859 1.442 5.385
O -0.572 -3.658 -4.226
C 3.147 -0.829 -1.136
H 3.242 1.975 0.774
Al -0.351 -1.362 0.526
H 2.355 -4.644 -5.509
H 1.167 3.911 -0.437
C -3.900 9.245 -0.313
H -4.236 9.495 0.694
C 4.926 -2.915 5.033
O -2.089 -3.426 1.207
O 1.923 -0.982 2.437
P -3.058 -2.336 1.930
H -0.038 2.750 -4.393
O 3.233 -0.008 4.144
H -3.010 -4.369 -1.276
O 3.868 -1.948 3.065
C 5.082 -2.034 3.833
C 4.030 7.285 2.396
K -3.150 1.035 2.057
H -2.815 -6.971 -0.531
H -2.877 9.616 -0.385
C -3.878 6.939 0.544
O -2.191 -1.408 2.797
C 2.667 2.898 0.850
H -1.641 -6.096 1.499
H -2.269 3.059 -0.250
C -4.224 -0.003 -2.285
H -1.287 -5.205 -0.080
C 3.470 -4.925 1.417
H -3.083 4.737 1.450
C 2.397 1.104 4.457
O -3.409 -1.372 0.709
H 2.398 1.899 3.711
O 0.265 -6.360 0.688
H -6.285 -0.115 -2.083
H 1.067 -2.570 -4.949
H -3.915 -3.141 -2.124
C -2.436 4.130 -0.366
H 3.606 -4.049 0.783
H 0.168 2.252 -2.633
H 5.794 -2.995 5.688
H -4.440 3.898 0.393
C 0.839 -3.515 -4.457
H 4.090 -2.499 5.595
H 3.176 7.920 2.159
H 3.135 -0.100 -0.326
H 5.956 -2.462 3.344
O -1.473 1.583 -3.607
H -1.553 4.704 -0.084
C -2.040 0.793 -2.716
C 1.207 -5.356 0.870
H -3.903 -1.014 -2.035
H 1.355 -3.724 -3.520
C 1.270 -4.538 -5.515
O -1.656 0.491 -1.612
O -0.745 -2.944 -2.062
O -4.066 5.751 -0.088
H 2.041 2.632 1.702
C -5.573 0.265 -2.816
H 3.274 -4.744 2.474
O -3.266 0.567 -3.100
O -4.090 7.845 -0.485
C -3.595 4.578 0.502
F -0.504 1.306 1.372
C -1.757 -7.192 -0.391
H -4.244 0.522 -1.330
H 1.321 0.937 4.404
O -4.303 -2.859 2.656
H 0.881 -4.397 -6.523
H 3.869 -1.524 -0.708
C -0.163 1.977 -3.635
H 1.311 2.076 -0.477
H 5.384 -1.016 4.081
C -1.151 -6.102 0.525
C 3.319 5.004 1.970
O 3.597 4.027 1.094
O 2.437 5.016 2.743
H 4.453 -5.393 1.464
C -3.344 -4.058 -2.266
O -2.446 -3.841 -3.275
O 2.438 -5.831 0.893
H -4.535 9.789 -1.012
O 4.184 6.060 1.770
C 2.900 -0.959 3.174
H -4.050 -4.833 -2.565
O 1.902 -1.317 -1.417
C -1.284 -3.370 -3.120
H -5.765 -0.202 -3.782
C 1.821 3.039 -0.430
H 2.452 3.048 -1.318
H 4.566 -3.897 4.726
H 4.909 7.891 2.174
H -5.622 1.351 -2.901
H -1.271 -7.063 -1.358
H 4.057 7.170 3.480
H 0.853 -5.526 -5.320
H 3.441 -0.195 -1.973
H 0.437 1.078 -3.777
O -3.604 7.209 1.751
H -1.664 -8.206 -0.002
H -2.592 4.296 -1.431
```

Record 2
Density functional theory data (ωB97M-V/def2-TZVPD) for a cluster of 2 separate species, C18H17N4O5 in total in a non-equilibrium geometry.

Values from the calculation:
DFT total energy: -1291.4136 Eh
Multiplicity: 1
LUMO energy: 0.08852 Ha
Net charge: -1
Max |F|: 2.87 eV Å⁻¹

```
44
C18H17N4O5 (ωB97M-V/def2-TZVPD)
H -3.666 4.631 4.147
O 3.925 1.387 -3.181
H -2.588 -5.799 0.857
H -2.479 3.585 0.795
C 1.528 1.261 -0.514
H 3.328 3.503 -2.115
O 0.664 -1.755 -2.476
N 2.474 1.735 -1.447
C -1.479 1.750 0.289
C -3.276 4.283 3.191
H 4.235 2.682 -0.840
N 2.332 -0.234 -2.772
C -2.251 2.562 1.104
O -1.100 -7.146 0.473
C 1.231 -0.743 -2.065
H 2.710 3.525 -0.427
C -0.690 -4.783 0.691
H -1.145 2.138 -0.679
N 0.686 -4.815 0.702
O -3.209 2.847 3.355
C -2.453 0.712 2.686
H 2.029 -1.006 -4.678
C -1.504 -6.017 0.673
C 0.802 0.029 -0.892
H -0.755 -1.334 -0.530
C -1.088 -3.421 0.572
C -1.141 0.422 0.654
C 3.227 2.943 -1.183
O 1.336 1.888 0.521
H 2.115 -3.184 0.552
H 3.019 -2.009 -3.586
H -1.489 -1.128 2.110
C 1.083 -3.514 0.588
H -2.120 -3.061 0.565
C -1.697 -0.089 1.852
C -0.319 -0.392 -0.230
C -2.666 2.078 2.372
H -2.286 4.728 3.011
H 3.693 -0.487 -4.266
C 2.801 -0.989 -3.905
H -2.845 0.329 3.626
H -3.968 4.564 2.384
C 2.967 0.979 -2.510
N 0.027 -2.653 0.524
```

Record 3
Density functional theory data (ωB97M-V/def2-TZVPD) for a cluster of 6 separate species, C9H31NO7 in total in a non-equilibrium geometry.

Values from the calculation:
DFT total energy: -942.7819 Eh
Structure (SMILES): COCCNCCOC.CO.CO.CO.O.O
Multiplicity: 1
LUMO energy: 0.02577 Ha
Max |F|: 2.50 eV Å⁻¹

```
48
C9H31NO7 (ωB97M-V/def2-TZVPD)
H 2.754 4.594 2.842
H -0.719 -2.839 -2.302
H -2.129 1.466 -0.230
H -0.219 0.955 2.005
H -0.481 -0.498 0.958
O -0.530 -1.189 0.297
H -2.732 -2.570 3.641
C -1.803 -2.769 -2.208
H 3.984 3.578 2.059
H -1.585 0.497 -4.080
C -2.137 -2.137 2.837
H -0.379 -0.620 -3.647
O 2.030 -0.071 -1.272
H 1.623 -3.426 -0.184
C -1.378 2.247 -0.350
H -1.895 3.177 -0.112
H -2.751 -1.384 2.343
O -0.558 0.803 -2.187
H -0.464 -1.648 3.774
H -1.925 -1.691 -2.318
H -0.591 3.029 -2.221
H -1.821 -2.913 -0.240
O -1.060 -1.179 3.186
H 0.037 1.068 -4.147
H 2.500 -0.145 -2.103
C -0.186 2.023 1.787
H 3.375 -2.740 -1.392
H 0.899 -3.913 -1.606
H 0.551 3.636 3.117
H -1.819 -2.877 2.103
H 2.138 -4.929 -0.992
C 0.920 2.717 2.661
C -1.126 2.146 -1.870
N -0.095 2.228 0.376
C 3.061 3.568 2.640
H 3.237 3.162 3.636
H -1.081 2.490 2.197
O 2.068 2.934 1.885
H -2.391 -3.368 -2.904
O 3.020 -3.466 -1.911
C -0.629 0.437 -3.558
C 1.884 -3.880 -1.140
H -2.085 2.202 -2.385
H 1.052 2.047 3.510
H 1.232 0.410 -1.489
H 0.175 -0.984 -0.317
H 0.335 3.137 0.279
O -2.303 -3.315 -0.967
```

Record 4
Density functional theory data (ωB97M-V/def2-TZVPD) for a structure of composition C25H19Br2N6O3SeTi in a non-equilibrium geometry.

Values from the calculation:
DFT total energy: -9916.3258 Eh
Multiplicity: 1
LUMO energy (alpha / beta): -0.40243 / -0.40234 Ha
Net charge: +3
Max |F|: 1.74 eV Å⁻¹

```
57
C25H19Br2N6O3SeTi (ωB97M-V/def2-TZVPD)
H -2.341 4.591 -1.549
C 3.340 -3.470 -0.503
C 1.765 -1.781 0.190
C -1.221 3.304 0.600
C -2.881 0.809 -1.404
C -1.960 2.735 -0.532
C 1.545 1.951 -1.848
C -2.236 -2.151 1.235
C -3.200 2.883 -2.522
O -1.268 0.012 1.975
H 1.482 0.236 2.750
Br -1.272 6.579 3.051
N -2.014 1.369 -0.531
C 3.127 -1.136 2.475
H 2.979 -4.446 -2.307
C -0.808 4.976 2.240
H 4.542 -2.642 1.915
H 1.010 2.193 2.724
C 0.300 2.876 2.271
H -1.267 -2.518 0.904
C -1.466 4.569 1.084
N -0.388 2.443 1.214
H -2.985 -0.773 2.755
H 0.699 4.441 3.675
C -2.494 3.528 -1.521
O 4.896 -4.434 0.881
C -0.356 -2.282 -3.297
C 2.619 -3.700 -1.615
H -2.197 5.216 0.609
C 1.432 -2.953 -1.907
N -0.059 -1.187 -1.197
Ti -0.136 0.542 0.238
H -0.949 -2.366 -4.214
H -2.805 -3.027 1.538
C 1.937 -0.506 2.113
H -3.053 -0.265 -1.321
C -3.477 1.521 -2.410
C 0.129 4.125 2.816
H -1.542 -0.676 -2.558
C 3.643 -2.109 1.655
C -0.708 -1.330 -2.365
O 5.031 -4.866 -1.217
C -2.070 -1.207 2.381
H -4.129 1.019 -3.129
Se 2.369 2.657 -3.116
H 1.014 -3.870 -3.823
H -2.744 -1.687 0.399
N 0.941 1.394 -0.932
N 4.512 -4.314 -0.268
Br -3.693 3.845 -4.011
C 1.012 -1.989 -1.005
H -1.645 0.784 2.431
C 2.947 -2.472 0.469
H 3.625 -0.862 3.398
C 0.718 -3.111 -3.093
N 1.280 -0.807 1.013
H -1.533 -1.661 3.200
```

Record 5
Density functional theory data (ωB97M-V/def2-TZVPD) for a structure of composition C19H22N3S5Tm.

Values from the calculation:
DFT total energy: -3977.7180 Eh
Multiplicity: 3
LUMO energy (alpha / beta): -0.03938 / -0.03918 Ha
Expectation value of S²: 2.002
Max |F|: 0.73 eV Å⁻¹

```
50
C19H22N3S5Tm (ωB97M-V/def2-TZVPD)
H 1.298 -0.922 3.628
C -5.337 -1.096 2.234
H 2.316 1.924 4.208
C 0.511 1.699 -2.481
C -1.957 -2.629 -0.039
H 1.498 1.388 -2.170
C 2.499 -0.949 0.440
C 1.407 1.801 3.615
C 1.641 -0.530 2.679
H 2.080 2.385 1.033
S -1.548 1.023 2.759
C 0.320 2.282 -3.724
C 4.176 -1.309 -1.420
H 1.104 2.781 3.252
H 4.929 -0.785 -0.830
C 2.459 0.429 0.221
C 2.036 -1.408 1.680
H -1.154 3.102 -5.054
H 1.538 -1.855 -2.082
C 3.083 -1.929 -0.557
C -2.814 1.550 -1.031
N -0.476 1.478 -1.616
H -3.021 2.687 -3.460
C 2.013 -2.588 -1.427
H 3.758 -0.605 -2.144
N -2.497 0.994 0.075
H -4.852 -1.783 1.544
S -4.104 -0.321 3.291
H -3.848 1.763 -1.282
H 0.627 1.419 4.270
H 3.542 -2.716 0.051
H 2.827 0.833 -0.712
C -1.729 1.836 -1.979
C -0.963 2.651 -4.090
N -3.504 0.574 0.911
S -3.189 -3.700 -0.164
H 1.217 -3.038 -0.834
C 2.051 1.318 1.221
C -2.004 2.425 -3.206
S -1.067 -2.361 1.453
Tm -0.447 -0.022 0.466
H 1.164 2.429 -4.383
C -3.078 0.462 2.140
H 2.003 -2.474 1.866
C 1.680 0.855 2.484
H -5.917 -0.359 1.686
S -1.428 -1.619 -1.385
H 4.678 -2.086 -1.996
H -5.988 -1.647 2.910
H 2.466 -3.357 -2.052
```

Record 6
Density functional theory data (ωB97M-V/def2-TZVPD) for a cluster of 8 separate species, C32H39ClFN8O3 in total in a non-equilibrium geometry.

Values from the calculation:
DFT total energy: -2466.6487 Eh
Multiplicity: 1
LUMO energy: 0.08259 Ha
Net charge: -1
Max |F|: 1.14 eV Å⁻¹

```
84
C32H39ClFN8O3 (ωB97M-V/def2-TZVPD)
N 3.112 2.840 2.639
C -0.151 -1.792 -0.363
H -2.581 -5.296 -1.244
H -0.321 -2.044 0.671
H -1.222 -3.249 -1.598
H 3.552 -5.388 -3.190
H -3.099 9.210 1.953
H -6.618 -1.338 0.359
C -2.216 -6.305 -4.071
C -4.460 -1.534 0.609
C 3.627 1.713 1.939
C -0.580 -2.382 -1.529
Cl 5.305 0.040 5.078
C -1.075 9.744 2.561
H 1.942 8.745 1.751
H 4.795 -0.048 2.445
F 4.039 2.211 0.691
C -4.145 0.439 1.613
N -2.802 -5.413 -0.274
H 2.825 2.637 3.582
H -0.827 -4.250 -6.164
C 1.496 -5.304 -2.475
H -0.774 9.052 3.329
C -0.840 11.466 1.152
H 1.079 -4.365 -2.797
C 1.524 -7.282 -1.423
H 4.556 8.646 2.466
H -0.167 -1.808 -3.661
H -1.841 -3.681 0.510
C -1.379 -5.063 -5.726
C -2.238 9.849 1.849
H 3.776 5.064 0.398
H -2.185 -6.264 -7.359
H -4.188 -6.855 2.290
C 2.513 0.618 1.673
H -0.334 12.291 0.681
N 0.608 -0.721 -0.690
C -2.948 -5.029 1.899
H -2.840 -4.567 2.865
C 2.380 6.744 0.846
H -4.170 -2.480 0.188
H 5.453 6.473 1.603
N -3.532 -0.694 1.156
N -1.472 -5.197 -4.371
H 1.043 -0.099 -0.010
O 5.527 2.490 4.306
C 2.756 -7.104 -1.989
O 1.343 1.042 1.601
H -2.815 11.302 0.242
C -0.037 -1.631 -2.605
H -0.179 -6.045 -1.418
C -5.685 -0.929 0.709
H -2.404 -6.599 -3.052
H 1.125 -8.086 -0.828
H -3.577 1.227 2.075
C 2.644 7.954 1.544
N 0.766 -6.184 -1.722
H -3.203 -7.775 -5.344
H 3.583 -7.792 -1.926
C -3.550 -6.437 0.248
H -2.544 -0.870 1.201
C 3.962 7.933 1.920
C 2.740 -5.846 -2.651
H 5.751 1.313 1.914
H -1.047 -4.577 -3.704
C 3.547 6.029 0.817
C 4.894 1.024 2.521
O 2.941 -0.559 1.524
C -3.654 -6.227 1.596
C -2.425 -4.558 0.727
H 1.442 6.431 0.421
C 5.258 1.418 3.908
H -6.237 1.058 1.590
H 3.740 3.629 2.600
C -2.074 -6.094 -6.301
H -3.947 -7.213 -0.383
N -0.231 10.732 2.133
H 1.262 0.183 -2.494
H 0.694 10.892 2.483
C -2.607 -6.884 -5.248
C 0.695 -0.611 -2.042
N 4.502 6.760 1.471
C -2.090 10.944 0.953
C -5.485 0.323 1.353
```